Entry from OMol25: C28H46Cl2IrNOP as an isolated structure at a distorted geometry (wB97M-V/def2-TZVPD).

Summary:
- Total charge: -1
- Spin multiplicity: 5
- Relative energy (zero: lowest compared OMol25 entry of this formula, charge and spin): 0.00 kJ/mol
- HOMO level (spin up / spin down): -1.42 / -3.86 eV
- HOMO-LUMO gap (spin up / spin down): 0.1472 / 0.2362 Ha

XYZ file:
```
80
Properties=species:S:1:pos:R:3:forces:R:3:lowdin_spin:R:1
P -0.3722 0.7920 -0.7512 0.484 -1.039 2.969 0.1280
C -2.0183 0.2770 -1.3973 0.468 0.696 -0.122 0.0097
C -2.4706 1.1419 -2.5750 -0.276 -0.275 -0.057 0.0058
C -3.9035 0.7755 -2.9543 0.000 0.055 -0.033 0.0015
C -4.0692 -0.7253 -3.2165 0.028 0.022 -0.046 0.0004
C -3.5263 -1.5888 -2.0737 0.079 0.086 0.053 0.0007
C -2.0827 -1.2147 -1.7292 -0.060 0.030 -0.056 0.0063
C 1.0540 0.1676 -1.7252 -0.597 0.558 -0.230 0.0071
C 0.9345 0.5807 -3.1863 0.478 -0.197 -0.178 0.0059
C 2.2390 0.2385 -3.9054 -0.099 0.017 -0.120 0.0016
C 2.6180 -1.2376 -3.7379 -0.011 -0.032 -0.014 0.0002
C 2.6313 -1.6831 -2.2716 -0.066 0.091 0.011 0.0006
C 1.3157 -1.3334 -1.5766 -0.056 -0.015 0.198 0.0034
C -0.2940 2.6261 -0.7391 -0.188 -0.138 -1.175 0.0286
C -1.4280 3.2453 0.0912 -0.016 -0.026 0.036 0.0082
C -1.4170 4.7675 -0.0605 0.077 -0.085 -0.072 0.0010
C -0.0590 5.3741 0.3045 -0.002 -0.072 0.043 0.0002
C 1.0916 4.7012 -0.4490 -0.119 -0.108 -0.054 0.0011
C 1.0679 3.1781 -0.3006 0.041 -0.057 0.083 0.0073
H -2.6749 0.4560 -0.5234 0.221 -0.022 -0.282 0.0012
H -1.7944 0.9711 -3.4256 -0.198 0.050 0.070 0.0003
H -2.4148 2.2111 -2.3305 -0.021 -0.227 -0.042 0.0006
H -4.1960 1.3562 -3.8346 -0.171 -0.077 -0.001 0.0004
H -4.5644 1.0727 -2.1294 0.028 -0.016 -0.072 0.0002
H -5.1270 -0.9513 -3.3849 0.044 -0.021 -0.056 0.0001
H -3.5341 -0.9840 -4.1397 -0.023 0.004 0.028 0.0000
H -4.1484 -1.4452 -1.1793 0.074 -0.043 -0.091 0.0003
H -3.5728 -2.6500 -2.3410 -0.099 0.074 0.012 0.0000
H -1.7095 -1.8155 -0.8871 -0.075 0.206 -0.266 0.0063
H -1.4360 -1.4231 -2.5945 -0.149 -0.001 0.080 0.0000
H 1.9120 0.6781 -1.2538 -0.266 -0.083 -0.147 0.0005
H 3.0361 0.8661 -3.4870 -0.026 -0.022 -0.055 0.0001
H 0.7181 1.6554 -3.2814 0.053 -0.206 -0.001 0.0012
H 0.0950 0.0365 -3.6475 0.208 0.083 0.030 0.0002
H 2.1354 0.4947 -4.9638 0.202 -0.053 -0.072 0.0004
H 3.5978 -1.4187 -4.1916 -0.055 -0.025 -0.047 0.0001
H 1.8910 -1.8528 -4.2842 0.035 0.026 0.004 0.0000
H 2.8128 -2.7625 -2.1955 0.024 0.152 -0.051 0.0001
H 3.4508 -1.1782 -1.7386 -0.103 -0.070 -0.063 0.0004
H 1.3571 -1.6064 -0.5157 -0.035 0.171 -0.337 0.0033
H 0.4891 -1.9098 -2.0147 0.215 0.056 0.018 0.0006
H -0.4433 2.8819 -1.8048 0.018 0.553 0.171 0.0062
H -2.4124 2.8555 -0.2105 0.282 0.032 0.086 0.0011
H -1.3089 2.9561 1.1466 0.040 0.052 -0.281 0.0078
H -1.6474 5.0101 -1.1067 -0.010 0.065 0.045 0.0007
H -2.2107 5.2021 0.5562 0.068 0.030 -0.048 0.0001
H 0.1050 5.2595 1.3834 -0.011 -0.013 -0.062 0.0001
H -0.0634 6.4478 0.0908 0.011 -0.002 0.066 0.0000
H 2.0560 5.0864 -0.1017 -0.070 0.035 -0.027 0.0002
H 1.0100 4.9412 -1.5173 0.022 0.072 0.039 0.0007
H 1.8853 2.7441 -0.8952 -0.221 0.086 0.145 0.0009
H 1.2627 2.8870 0.7420 -0.094 0.048 -0.232 0.0076
Ir -0.0590 0.0204 1.7728 -0.257 1.351 -3.605 2.0984
Cl 2.2109 0.4653 1.4222 2.067 0.499 0.072 0.2120
Cl -2.2907 0.5700 2.0467 -2.214 0.993 0.574 0.2368
C -0.6038 -1.7639 1.3141 -0.135 -2.977 -0.170 0.5042
H -1.6904 -1.9027 1.1888 0.320 -0.211 0.169 0.0397
C 0.1484 -2.9813 1.4124 -1.059 0.631 -0.274 0.1127
C 1.5678 -2.9880 1.4907 0.200 -0.602 0.122 0.1095
C 2.2622 -4.1913 1.5118 -0.288 0.154 0.061 0.0007
C 1.5701 -5.4085 1.4825 0.072 -0.214 -0.011 0.1322
C 0.1636 -5.4152 1.4362 -0.017 0.088 0.026 0.0053
C -0.5462 -4.2294 1.4056 0.628 -0.248 -0.038 0.1019
H 2.0991 -2.0385 1.5170 -0.070 -0.186 -0.075 0.0094
H 3.3529 -4.1799 1.5539 -0.226 -0.047 -0.012 -0.0035
H -0.3744 -6.3641 1.4239 0.143 0.135 0.010 -0.0029
H -1.6359 -4.2130 1.3769 0.236 -0.061 -0.027 0.0050
H 2.1191 -6.3492 1.4984 -0.111 0.160 -0.005 0.0104
C 0.4790 0.4639 6.3000 0.143 -0.073 0.149 0.0028
N 1.3229 -0.4721 5.5680 0.141 -0.030 0.669 0.0148
C 2.3566 -1.2404 6.2247 0.192 -0.257 -0.241 0.0031
C 1.1017 -0.5819 4.2745 -1.795 1.582 -0.952 0.0321
O 0.1776 0.1521 3.7956 2.208 -1.483 2.997 0.1085
H 0.8010 0.4162 7.3389 -0.165 0.162 0.056 0.0004
H -0.5776 0.1809 6.2128 0.254 0.118 -0.004 0.0010
H 0.6013 1.4815 5.9082 -0.077 -0.246 0.085 0.0003
H 2.1758 -2.3152 6.0883 0.072 0.192 0.221 0.0006
H 3.3383 -1.0079 5.7898 -0.131 -0.019 0.266 0.0005
H 2.3396 -0.9831 7.2834 0.186 -0.194 -0.101 0.0004
H 1.7231 -1.2795 3.6769 -0.402 0.359 0.240 0.0041
```
Positions in Å, forces in eV/Å.

Entry from OMol25: a 5-piece molecular cluster, C28H46F12N3O8 overall at a distorted geometry (wB97M-V/def2-TZVPD).

Summary:
- Total charge: +1
- Spin multiplicity: 1
- HOMO level: -12.39 eV
- HOMO-LUMO gap: 0.2963 Ha

XYZ file:
```
97
Properties=species:S:1:pos:R:3:forces:R:3:mulliken_charge:R:1
C 2.9386 3.1868 4.3857 0.863 -0.934 0.079 -0.9144
C 3.1605 3.3611 2.7738 1.369 0.105 0.122 -0.1070
C 2.8290 4.8411 2.1658 -0.693 0.335 -0.851 -0.3375
C 1.9248 5.8176 3.1168 -0.489 0.950 -1.310 -0.7278
C 0.2934 5.4999 2.9302 0.359 0.708 0.508 -0.1558
C -0.5397 6.0334 4.2425 -0.101 0.125 -0.173 -0.3810
C -1.7717 7.0255 3.7543 0.484 0.113 0.524 -0.8179
C -3.0186 6.2314 3.0432 -0.109 2.192 -1.312 -0.4292
N -3.8535 5.3875 4.0096 -0.087 -1.674 -2.078 -0.0260
C -4.2027 4.1261 3.5512 -0.565 -1.595 0.154 0.0585
N -3.9386 2.9096 4.4634 -0.470 2.148 -2.426 -0.4357
C -2.6550 2.3096 3.8541 1.214 1.547 -1.078 -0.0735
C -2.9376 1.8982 2.2915 -0.224 -1.429 0.128 0.1282
C -4.3474 2.4607 1.6694 0.098 -1.412 -1.585 -0.5756
N -4.7854 3.8109 2.1914 3.920 0.731 4.140 -0.1480
H 3.2762 4.1272 5.0313 -0.976 -2.004 -1.558 0.2482
H 1.8488 2.8252 4.6220 2.022 1.014 -0.273 0.1442
H 3.6667 2.3058 4.7308 -1.708 1.855 -0.695 0.3436
H 2.5912 2.5247 2.1780 0.981 1.642 1.279 -0.0059
H 4.3218 3.1676 2.5748 -2.575 0.345 0.365 0.3434
H 2.1898 4.6585 1.1736 1.325 0.557 2.045 -0.0592
H 3.7883 5.4428 1.7887 -1.960 -1.529 1.122 0.3501
H 2.2543 5.8811 4.2371 -0.705 -0.457 -2.163 0.3269
H 2.0562 6.9213 2.6804 -0.196 -2.322 1.048 0.3046
H -0.1046 6.1456 2.0086 0.996 -1.713 1.750 0.2494
H 0.1226 4.3558 2.7493 0.285 2.131 0.244 -0.0018
H 0.2061 6.6567 4.9238 -1.754 -1.320 -1.371 0.4082
H -0.9431 5.1087 4.8681 0.783 2.036 -1.157 0.1754
H -2.1750 7.7101 4.6448 0.745 -1.654 -1.855 0.3285
H -1.2875 7.7899 2.9770 -1.334 -1.758 1.487 0.3525
H -3.7261 7.0626 2.5807 1.478 -1.712 0.853 0.2429
H -2.6227 5.5696 2.1347 -0.866 1.190 2.262 0.2525
H -4.1055 5.7335 4.9649 0.769 -0.793 -1.186 0.3256
H -3.7782 3.2124 5.4490 -0.024 -0.018 -1.239 0.3513
H -1.8886 3.2237 3.8260 -1.146 -2.157 0.135 -0.1594
H -2.1842 1.4654 4.5138 -1.343 1.558 -1.309 0.4298
H -2.0614 2.2104 1.5777 -1.611 -0.453 1.635 -0.0152
H -3.0037 0.7084 2.2554 0.128 2.623 -0.074 -0.0266
H -4.1642 2.5964 0.4997 -0.505 -0.261 2.573 0.3242
H -5.2231 1.6616 1.7547 1.902 1.922 0.185 0.3007
H -4.6557 4.5811 1.4999 -0.256 -0.673 0.981 0.4051
C -3.9928 -4.8459 2.3635 0.307 -0.223 -0.006 -1.1562
C -3.8583 -3.3422 2.2074 -0.805 -0.452 -0.246 -0.1850
O -2.5852 -2.8930 2.6960 1.872 0.332 -0.775 -0.3063
C -1.5211 -3.0614 1.8474 -2.524 -1.245 -1.744 0.4118
O -1.6090 -3.5671 0.7317 0.759 1.358 2.607 -0.4977
C -0.2434 -2.5013 2.4693 2.533 0.265 1.080 0.8111
F -0.0781 -2.8826 3.7688 -0.568 0.202 -1.232 -0.2504
F -0.2263 -1.1377 2.4687 -0.479 -0.788 -0.217 -0.2266
F 0.8854 -2.8958 1.8149 -1.597 0.254 0.350 -0.2300
H -3.8151 -5.1421 3.4025 -0.156 0.120 -0.104 0.3140
H -4.9908 -5.1786 2.0650 0.120 0.098 0.047 0.3680
H -3.2549 -5.3750 1.7523 -0.182 0.126 -0.013 0.3041
H -4.6239 -2.8424 2.8103 0.417 0.074 0.069 0.3283
H -4.0102 -3.0266 1.1688 0.285 -0.085 0.144 0.3204
C 2.2945 2.0695 -1.1047 0.132 0.184 -0.269 -1.1698
C 0.8029 1.8116 -0.9939 0.608 -0.583 0.259 -0.0687
O 0.0566 2.8892 -1.5795 -0.736 0.451 -1.612 -0.2099
C -0.0567 2.8703 -2.9461 1.810 -2.791 0.341 0.3459
O 0.4406 2.0052 -3.6620 -1.487 2.432 1.426 -0.5070
C -0.9099 4.0407 -3.4313 -1.118 2.115 -1.348 0.8026
F -0.5654 5.2234 -2.8450 -0.013 -1.204 -0.199 -0.2341
F -2.2346 3.8564 -3.1646 1.044 -0.293 0.077 -0.2431
F -0.8178 4.2462 -4.7756 0.193 -0.676 1.543 -0.2335
H 2.5502 3.0408 -0.6690 -0.061 -0.164 0.087 0.2135
H 2.8617 1.2889 -0.5901 -0.113 0.083 -0.042 0.3693
H 2.6149 2.0969 -2.1509 -0.087 -0.137 0.162 0.4151
H 0.5176 1.7652 0.0625 -0.178 0.268 -0.215 0.1457
H 0.5219 0.8530 -1.4451 0.014 0.296 -0.125 0.3759
C 0.7124 -4.7327 -3.2336 0.299 -0.240 -0.114 -0.9582
C 0.1093 -5.3980 -2.0098 -0.037 0.905 -0.064 -0.1215
O 0.1880 -6.8274 -2.1186 1.353 -1.395 0.483 -0.3358
C 1.4000 -7.3890 -1.8083 0.513 3.220 0.457 0.4542
O 2.3847 -6.7428 -1.4604 -2.086 -2.019 -0.761 -0.5278
C 1.3318 -8.9109 -1.9197 0.161 -2.669 -0.364 0.7845
F 0.7195 -9.3290 -3.0649 0.454 0.788 0.874 -0.2410
F 0.6347 -9.4710 -0.8902 0.470 0.899 -0.628 -0.2427
F 2.5603 -9.5016 -1.9127 -1.087 1.113 0.067 -0.2353
H 0.2415 -5.1094 -4.1473 -0.017 0.120 0.157 0.2732
H 0.5825 -3.6479 -3.1882 -0.034 -0.120 0.036 0.3854
H 1.7821 -4.9497 -3.3154 -0.199 0.116 0.070 0.1920
H -0.9535 -5.1428 -1.9418 0.137 -0.420 0.026 0.3110
H 0.5831 -5.0512 -1.0842 0.045 -0.259 -0.178 0.2706
C 2.6852 -4.5019 -8.8573 0.096 0.305 0.223 -1.0869
C 2.9113 -5.9233 -8.3757 -0.613 0.121 -0.598 -0.1929
O 4.0033 -5.9763 -7.4451 0.145 0.257 2.074 -0.3282
C 3.7159 -5.6015 -6.1576 -2.716 0.241 -1.686 0.3603
O 2.6063 -5.2309 -5.7843 2.767 -0.800 -0.376 -0.4829
C 4.9481 -5.7489 -5.2669 2.217 -0.127 1.665 0.8687
F 6.0752 -5.2320 -5.8358 -1.248 -0.326 0.132 -0.2470
F 5.2278 -7.0542 -4.9883 -0.659 0.989 -0.515 -0.2522
F 4.8135 -5.1238 -4.0631 -0.400 -0.488 -1.369 -0.2396
H 3.6087 -4.0848 -9.2717 -0.132 -0.161 -0.061 0.3080
H 1.9064 -4.4721 -9.6244 0.112 -0.063 0.087 0.3660
H 2.3838 -3.8478 -8.0331 -0.066 -0.164 -0.111 0.2982
H 3.1871 -6.5573 -9.2250 0.251 0.044 0.366 0.3214
H 2.0036 -6.3522 -7.9357 0.258 0.157 0.138 0.2951
```
Positions in Å, forces in eV/Å.